Entry from the Open Molecules 2025 dataset: a molecular structure, C86H194AsF6N6O2P4 at a distorted geometry (ωB97M-V/def2-TZVPD).

CARTESIAN COORDINATES (ANGSTROEM)
As (1.797, -0.866, -0.184)
F (2.618, 0.406, 0.852)
F (0.200, -0.315, 0.137)
F (1.140, -2.141, -1.263)
F (3.520, -1.366, -0.693)
F (1.717, -2.003, 1.217)
F (1.928, 0.298, -1.631)
C (4.490, -1.640, 2.715)
N (4.918, -3.035, 3.209)
C (6.232, -3.389, 2.473)
C (5.186, -2.901, 4.690)
C (3.941, -4.104, 2.842)
C (2.732, -4.209, 3.834)
O (3.099, -4.872, 4.987)
H (4.396, -1.573, 1.631)
H (5.089, -0.812, 3.096)
H (3.522, -1.525, 3.202)
H (6.645, -4.372, 2.698)
H (6.973, -2.626, 2.713)
H (6.008, -3.415, 1.407)
H (5.533, -3.901, 4.949)
H (4.264, -2.627, 5.204)
H (6.002, -2.185, 4.787)
H (4.514, -5.030, 2.891)
H (3.725, -4.066, 1.774)
H (1.944, -4.724, 3.286)
H (2.298, -3.272, 4.182)
H (2.289, -5.098, 5.450)
C (5.840, 4.076, 3.066)
N (4.991, 3.526, 1.900)
C (5.149, 4.343, 0.577)
C (5.539, 2.134, 1.590)
C (3.454, 3.392, 2.248)
C (2.902, 4.440, 3.134)
O (3.022, 5.767, 2.721)
H (5.538, 5.123, 3.066)
H (6.891, 3.907, 2.828)
H (5.561, 3.630, 4.020)
H (4.687, 5.327, 0.648)
H (4.476, 3.877, -0.143)
H (6.167, 4.304, 0.189)
H (6.599, 2.144, 1.336)
H (5.029, 1.746, 0.708)
H (5.345, 1.518, 2.468)
H (3.372, 2.412, 2.717)
H (2.919, 3.462, 1.300)
H (3.289, 4.202, 4.125)
H (1.835, 4.247, 3.239)
H (2.471, 6.296, 3.302)
C (-6.913, -0.384, -0.299)
C (-5.537, 0.230, -0.447)
N (-4.497, -0.749, -0.826)
C (-3.660, -1.334, 0.103)
C (-2.644, -2.064, -0.513)
N (-2.859, -1.931, -1.837)
C (-3.945, -1.135, -2.029)
C (-2.094, -2.687, -2.819)
H (-7.215, -1.193, -0.963)
H (-7.640, 0.427, -0.252)
H (-6.893, -0.837, 0.692)
H (-5.219, 0.527, 0.553)
H (-5.538, 1.083, -1.125)
H (-3.865, -1.266, 1.162)
H (-1.876, -2.621, 0.004)
H (-4.252, -0.731, -2.982)
H (-2.667, -2.949, -3.708)
H (-1.766, -3.597, -2.316)
H (-1.209, -2.107, -3.079)
C (2.146, -5.236, -3.434)
C (2.791, -4.488, -2.240)
N (3.739, -5.221, -1.536)
C (3.592, -6.538, -1.037)
C (4.845, -7.045, -0.471)
N (5.721, -5.988, -0.614)
C (5.107, -4.959, -1.269)
C (7.105, -6.097, -0.174)
H (2.930, -5.507, -4.140)
H (1.405, -4.585, -3.898)
H (1.735, -6.215, -3.189)
H (2.015, -4.339, -1.488)
H (3.242, -3.534, -2.511)
H (2.629, -7.004, -1.179)
H (5.129, -7.942, 0.059)
H (5.541, -4.029, -1.603)
H (7.841, -5.721, -0.885)
H (7.622, -7.022, 0.084)
H (7.131, -5.479, 0.724)
C (-1.502, 1.757, -2.053)
C (-2.202, 3.160, -2.210)
C (-2.217, 3.718, -3.582)
C (-3.213, 3.120, -4.547)
P (-3.484, 3.825, -6.265)
C (-4.079, 5.519, -6.282)
C (-5.405, 5.715, -5.492)
C (-6.604, 5.800, -6.480)
C (-7.923, 5.674, -5.649)
C (-1.924, 3.855, -7.175)
C (-1.117, 2.574, -7.208)
C (0.055, 2.659, -8.236)
C (1.047, 1.441, -8.208)
C (-4.768, 2.864, -7.135)
C (-4.886, 3.255, -8.625)
C (-6.140, 2.809, -9.296)
C (-6.358, 3.455, -10.665)
H (-2.066, 0.938, -2.500)
H (-1.200, 1.518, -1.034)
H (-0.566, 1.732, -2.611)
H (-1.708, 3.835, -1.510)
H (-3.235, 3.007, -1.897)
H (-1.179, 3.809, -3.901)
H (-2.478, 4.775, -3.547)
H (-4.184, 3.072, -4.054)
H (-2.901, 2.112, -4.822)
H (-4.044, 5.953, -7.281)
H (-3.273, 6.014, -5.741)
H (-5.267, 6.583, -4.847)
H (-5.574, 4.890, -4.800)
H (-6.566, 5.013, -7.233)
H (-6.538, 6.730, -7.045)
H (-7.984, 4.653, -5.273)
H (-8.796, 5.974, -6.228)
H (-7.923, 6.335, -4.782)
H (-1.397, 4.652, -6.651)
H (-2.090, 4.289, -8.161)
H (-1.736, 1.711, -7.453)
H (-0.613, 2.366, -6.264)
H (0.610, 3.583, -8.073)
H (-0.308, 2.691, -9.264)
H (1.623, 1.488, -7.284)
H (1.735, 1.550, -9.046)
H (0.624, 0.441, -8.312)
H (-5.566, 2.892, -6.393)
H (-4.569, 1.804, -7.293)
H (-4.118, 2.798, -9.249)
H (-4.664, 4.322, -8.639)
H (-7.001, 3.151, -8.722)
H (-6.243, 1.724, -9.288)
H (-6.448, 4.518, -10.442)
H (-7.270, 3.192, -11.202)
H (-5.539, 3.166, -11.324)
C (-4.728, 5.812, 3.187)
C (-5.157, 5.601, 4.655)
C (-4.488, 4.443, 5.329)
C (-3.058, 4.832, 5.817)
P (-1.930, 3.424, 6.344)
C (-1.667, 2.469, 4.718)
C (-1.326, 3.367, 3.483)
C (-0.664, 2.511, 2.472)
C (-0.225, 3.286, 1.203)
C (-0.347, 3.971, 7.064)
C (-0.549, 4.767, 8.325)
C (0.759, 4.963, 9.148)
C (2.064, 5.213, 8.295)
C (-2.709, 2.419, 7.594)
C (-1.946, 1.124, 7.864)
C (-2.781, 0.269, 8.733)
C (-3.163, 0.756, 10.146)
H (-3.682, 6.071, 3.024)
H (-5.389, 6.560, 2.748)
H (-4.869, 4.855, 2.684)
H (-6.243, 5.505, 4.627)
H (-4.961, 6.509, 5.224)
H (-4.567, 3.665, 4.570)
H (-5.019, 3.981, 6.161)
H (-3.185, 5.461, 6.698)
H (-2.496, 5.419, 5.090)
H (-2.606, 1.928, 4.602)
H (-0.846, 1.762, 4.839)
H (-0.798, 4.269, 3.792)
H (-2.208, 3.816, 3.026)
H (-1.309, 1.651, 2.287)
H (0.196, 2.109, 3.007)
H (-1.107, 3.490, 0.596)
H (0.416, 2.612, 0.634)
H (0.201, 4.283, 1.313)
H (0.205, 4.490, 6.281)
H (0.299, 3.165, 7.413)
H (-1.215, 4.224, 8.996)
H (-1.036, 5.691, 8.014)
H (0.915, 4.118, 9.818)
H (0.783, 5.791, 9.856)
H (2.919, 5.446, 8.929)
H (1.955, 6.055, 7.611)
H (2.409, 4.366, 7.702)
H (-3.671, 2.123, 7.175)
H (-2.810, 3.062, 8.468)
H (-0.980, 1.355, 8.313)
H (-1.735, 0.426, 7.053)
H (-2.369, -0.710, 8.978)
H (-3.738, 0.104, 8.238)
H (-4.142, 0.372, 10.433)
H (-3.119, 1.833, 10.311)
H (-2.427, 0.533, 10.918)
C (-4.752, -2.768, 7.859)
C (-4.429, -4.207, 7.485)
C (-3.617, -4.276, 6.188)
C (-3.296, -5.639, 5.538)
P (-2.575, -5.576, 3.922)
C (-1.559, -7.159, 3.755)
C (-2.211, -8.385, 4.413)
C (-3.602, -8.941, 3.929)
C (-3.669, -9.227, 2.467)
C (-1.521, -4.032, 3.642)
C (-2.312, -2.721, 3.659)
C (-1.491, -1.660, 2.872)
C (-0.278, -1.169, 3.647)
C (-3.868, -5.527, 2.643)
C (-5.306, -5.404, 3.070)
C (-6.214, -5.043, 1.946)
C (-6.137, -3.542, 1.392)
H (-5.441, -2.247, 7.194)
H (-3.765, -2.307, 7.828)
H (-5.179, -2.561, 8.841)
H (-5.285, -4.870, 7.606)
H (-3.815, -4.631, 8.280)
H (-2.666, -3.783, 6.392)
H (-4.097, -3.717, 5.385)
H (-4.169, -6.275, 5.393)
H (-2.553, -6.164, 6.139)
H (-0.575, -7.038, 4.208)
H (-1.331, -7.382, 2.713)
H (-2.304, -8.261, 5.491)
H (-1.493, -9.199, 4.315)
H (-4.329, -8.192, 4.242)
H (-3.995, -9.787, 4.494)
H (-2.941, -8.690, 1.859)
H (-4.683, -9.032, 2.121)
H (-3.495, -10.290, 2.302)
H (-0.958, -4.130, 2.714)
H (-0.810, -4.052, 4.468)
H (-2.493, -2.448, 4.699)
H (-3.243, -2.891, 3.119)
H (-2.198, -0.840, 2.742)
H (-1.318, -1.908, 1.825)
H (0.508, -1.918, 3.747)
H (-0.472, -0.820, 4.662)
H (0.148, -0.245, 3.257)
H (-3.836, -6.523, 2.200)
H (-3.563, -4.911, 1.797)
H (-5.428, -4.679, 3.874)
H (-5.523, -6.393, 3.473)
H (-7.246, -5.299, 2.185)
H (-6.063, -5.797, 1.173)
H (-5.165, -3.361, 0.933)
H (-6.345, -2.720, 2.076)
H (-6.922, -3.464, 0.640)
C (8.638, -0.486, -1.200)
C (7.142, -0.539, -1.473)
C (6.509, 0.833, -1.766)
C (6.681, 1.317, -3.205)
P (5.700, 0.540, -4.608)
C (5.117, 1.945, -5.581)
C (3.929, 2.685, -5.083)
C (3.692, 3.854, -6.104)
C (2.363, 4.416, -5.737)
C (6.759, -0.508, -5.692)
C (6.076, -1.526, -6.636)
C (6.962, -1.732, -7.882)
C (6.446, -2.676, -8.997)
C (4.173, -0.377, -4.036)
C (3.073, -0.677, -5.112)
C (1.667, -0.849, -4.432)
C (0.572, -1.455, -5.351)
H (8.945, -1.445, -0.783)
H (8.957, 0.398, -0.648)
H (9.187, -0.424, -2.140)
H (6.818, -1.218, -2.262)
H (6.751, -1.053, -0.595)
H (5.437, 0.729, -1.600)
H (6.684, 1.632, -1.045)
H (6.365, 2.358, -3.267)
H (7.714, 1.322, -3.553)
H (5.926, 2.675, -5.608)
H (4.889, 1.644, -6.604)
H (3.060, 2.027, -5.067)
H (4.110, 3.007, -4.057)
H (4.443, 4.626, -5.939)
H (3.737, 3.545, -7.148)
H (1.499, 3.752, -5.717)
H (2.097, 5.135, -6.512)
H (2.448, 4.999, -4.819)
H (7.424, -0.956, -4.954)
H (7.391, 0.169, -6.267)
H (5.089, -1.275, -7.023)
H (6.003, -2.484, -6.121)
H (8.011, -2.014, -7.794)
H (6.974, -0.812, -8.466)
H (5.625, -2.399, -9.659)
H (6.333, -3.698, -8.638)
H (7.291, -2.808, -9.674)
H (3.714, 0.224, -3.251)
H (4.476, -1.317, -3.576)
H (3.445, -1.601, -5.555)
H (3.119, 0.114, -5.861)
H (1.312, 0.127, -4.101)
H (1.692, -1.243, -3.415)
H (-0.316, -1.843, -4.850)
H (1.087, -2.235, -5.912)
H (0.180, -0.656, -5.980)

The total charge is +7. The frontier orbital gap comes out at 8.28 eV. Its energy is -219594.112 eV. The LUMO energy is -0.4478 hartree.